1.
The following is a DFT calculation (ωB97M-V with the def2-TZVPD basis set) of a structure of composition C19H33BBr12F3IO3PS.

Element x y z (Å)
1 C 3.054 0.350 1.461
2 C 4.136 0.585 0.424
3 C 5.467 1.188 0.953
4 C 4.048 0.339 -0.930
5 C 3.234 1.106 -1.950
6 C 1.707 1.164 -1.733
7 C 0.958 -0.012 -2.388
8 C 1.337 -1.310 -1.649
9 C -0.567 0.245 -2.566
10 C -1.549 -0.660 -1.792
11 B -1.939 -0.174 -0.255
12 C -3.530 0.242 -0.153
13 C -3.867 1.418 -1.053
14 C -5.346 1.934 -1.015
15 I -6.735 0.821 0.186
16 C -0.968 0.990 0.344
17 O -1.488 1.455 1.661
18 C -1.036 2.636 2.012
19 F 0.298 2.805 1.801
20 F -1.637 3.668 1.358
21 F -1.245 2.856 3.324
22 P -1.785 -1.733 0.938
23 O -0.239 -2.072 1.292
24 O -2.438 -1.379 2.412
25 S -2.781 -3.310 0.292
26 H 2.051 0.362 1.042
27 H 3.208 -0.635 1.900
28 H 3.095 1.102 2.253
29 H 5.558 0.968 2.020
30 H 5.448 2.262 0.776
31 H 6.321 0.703 0.477
32 H 4.657 -0.480 -1.326
33 H 3.622 2.130 -1.940
34 H 3.482 0.704 -2.937
35 H 1.316 2.094 -2.163
36 H 1.531 1.235 -0.661
37 H 1.398 -0.092 -3.391
38 H 2.375 -1.549 -1.919
39 H 1.348 -1.133 -0.574
40 H 0.746 -2.178 -1.933
41 H -0.778 0.109 -3.634
42 H -0.752 1.310 -2.386
43 H -2.495 -0.626 -2.343
44 H -1.267 -1.714 -1.773
45 H -3.767 0.425 0.898
46 H -4.079 -0.635 -0.515
47 H -3.682 1.171 -2.100
48 H -3.262 2.290 -0.783
49 H -5.383 2.970 -0.689
50 H -5.765 1.901 -2.018
51 H -0.890 1.882 -0.278
52 H 0.003 0.550 0.572
53 H -0.166 -2.941 1.709
54 H -3.393 -1.466 2.280
55 C 0.554 6.274 3.247
56 Br -0.406 7.673 4.159
57 Br 0.256 6.324 1.352
58 Br 2.432 6.307 3.675
59 H 0.162 5.331 3.605
60 C -2.062 -2.865 -5.583
61 Br -2.553 -4.640 -5.024
62 Br -3.286 -1.540 -4.909
63 Br -0.240 -2.458 -5.122
64 H -2.133 -2.840 -6.660
65 C -3.895 -4.969 4.264
66 Br -4.746 -3.284 4.648
67 Br -4.773 -5.896 2.824
68 Br -2.015 -4.757 3.934
69 H -3.997 -5.584 5.146
70 C 5.956 -3.404 1.374
71 Br 5.168 -4.498 -0.003
72 Br 5.558 -1.518 1.092
73 Br 5.426 -3.986 3.135
74 H 7.026 -3.536 1.308

## Properties
charge: -1
Kohn-Sham gap: 6.739 eV

=====

2.
The following is a DFT calculation (ωB97M-V with the def2-TZVPD basis set) of an isolated molecule of C2H3FS2.

Element x y z (Å)
1 F -1.314 -1.246 0.602
2 C -1.105 0.062 0.311
3 C 0.395 -0.049 -0.324
4 S 0.587 1.562 -0.909
5 S 1.679 -1.129 0.139
6 H -0.973 0.860 1.362
7 H -1.756 0.569 -0.532
8 H 2.487 -0.630 -0.649

## Properties
Kohn-Sham gap: 7.869 eV
SMILES string: FCC(=S)S
relative energy (zero: lowest compared OMol25 entry of this formula, charge and spin): 213.6 kJ/mol

=====

3.
The following is a DFT calculation (ωB97M-V with the def2-TZVPD basis set) of a cluster of 7 separate species, C28H36ClF18N4O13 in total.

Element x y z (Å)
1 N 5.576 -4.555 -2.856
2 C 4.974 -3.406 -3.185
3 N 5.602 -2.320 -3.651
4 C 4.648 -1.433 -3.868
5 N 3.450 -1.920 -3.561
6 N 3.648 -3.182 -3.082
7 C 2.551 -4.029 -2.643
8 C 1.658 -4.301 -3.859
9 O 0.968 -3.453 -4.314
10 Cl 1.821 -5.875 -4.573
11 H 5.123 -5.447 -2.960
12 H 6.532 -4.514 -2.543
13 H 4.770 -0.440 -4.279
14 H 2.523 -1.523 -3.653
15 H 2.972 -4.937 -2.214
16 H 1.965 -3.504 -1.883
17 C 3.458 -3.455 -7.097
18 C 4.964 -3.580 -6.996
19 O 5.594 -3.268 -8.247
20 C 5.771 -1.968 -8.464
21 O 5.468 -1.079 -7.722
22 C 6.484 -1.743 -9.817
23 F 5.947 -2.505 -10.770
24 F 7.775 -2.066 -9.688
25 F 6.391 -0.472 -10.175
26 H 3.075 -4.109 -7.879
27 H 2.990 -3.737 -6.154
28 H 3.160 -2.434 -7.335
29 H 5.263 -4.602 -6.766
30 H 5.379 -2.924 -6.231
31 C -1.841 -0.988 -3.370
32 C -1.332 -1.697 -2.138
33 O -0.943 -0.770 -1.104
34 C -1.923 -0.304 -0.337
35 O -3.084 -0.569 -0.406
36 C -1.326 0.620 0.747
37 F -0.442 1.476 0.225
38 F -0.700 -0.123 1.667
39 F -2.286 1.313 1.349
40 H -1.113 -0.258 -3.731
41 H -2.036 -1.705 -4.163
42 H -2.766 -0.456 -3.152
43 H -0.423 -2.257 -2.358
44 H -2.069 -2.397 -1.746
45 C -3.838 -6.684 -7.570
46 C -3.266 -7.339 -6.334
47 O -2.905 -6.349 -5.335
48 C -3.901 -5.906 -4.584
49 O -5.049 -6.225 -4.625
50 C -3.362 -4.894 -3.548
51 F -2.507 -4.017 -4.106
52 F -2.692 -5.540 -2.580
53 F -4.350 -4.211 -2.995
54 H -3.138 -5.952 -7.974
55 H -4.029 -7.441 -8.330
56 H -4.776 -6.178 -7.347
57 H -2.336 -7.859 -6.551
58 H -3.965 -8.047 -5.891
59 C -4.328 3.294 2.859
60 C -3.778 2.501 4.020
61 O -3.366 3.357 5.111
62 C -4.309 3.725 5.965
63 O -5.468 3.443 5.946
64 C -3.647 4.514 7.118
65 F -2.805 5.448 6.659
66 F -2.926 3.645 7.850
67 F -4.548 5.093 7.891
68 H -3.600 4.036 2.527
69 H -4.542 2.621 2.031
70 H -5.246 3.817 3.125
71 H -2.870 1.975 3.736
72 H -4.496 1.771 4.392
73 C -0.317 7.175 7.184
74 C -0.712 8.523 6.626
75 O -0.841 9.506 7.676
76 C 0.286 10.067 8.085
77 O 1.391 9.856 7.681
78 C -0.022 11.119 9.176
79 F -0.892 10.650 10.074
80 F -0.552 12.211 8.608
81 F 1.092 11.470 9.808
82 H -1.027 6.857 7.945
83 H -0.303 6.435 6.385
84 H 0.673 7.215 7.636
85 H -1.695 8.486 6.162
86 H 0.005 8.881 5.888
87 C -0.581 0.719 8.049
88 C -0.835 1.509 6.787
89 O 0.245 1.347 5.833
90 C 0.199 0.268 5.074
91 O -0.633 -0.591 5.065
92 C 1.391 0.279 4.088
93 F 2.534 0.603 4.692
94 F 1.162 1.179 3.117
95 F 1.537 -0.915 3.518
96 H 0.377 0.998 8.487
97 H -1.369 0.925 8.773
98 H -0.568 -0.351 7.848
99 H -0.862 2.576 6.986
100 H -1.774 1.225 6.312

## Properties
charge: +1
Kohn-Sham gap: 8.174 eV

=====

4.
The following is a DFT calculation (ωB97M-V with the def2-TZVPD basis set) of a cluster of 2 separate species, H10N6O2P2 in total.

Element x y z (Å)
1 N 2.437 1.713 -0.966
2 N 1.195 1.783 1.229
3 N -2.260 -0.303 -1.092
4 N -2.302 -2.020 0.988
5 N 1.725 -0.460 -0.229
6 N -0.073 -1.800 0.279
7 O -0.145 1.307 -1.005
8 O -1.334 0.266 1.268
9 P 1.110 1.033 -0.242
10 P -1.435 -0.782 0.274
11 H 3.373 1.498 -0.573
12 H 2.539 2.053 -1.974
13 H 0.327 1.629 1.739
14 H 1.250 2.775 1.109
15 H -2.455 -0.809 -1.944
16 H -1.651 0.476 -1.408
17 H -2.436 -2.932 0.513
18 H -1.856 -2.161 1.838
19 H 2.166 -0.878 0.666
20 H -0.174 -2.390 -0.469

## Properties
Kohn-Sham gap (alpha / beta): 8.664 / 8.268 eV
relative energy (zero: lowest compared OMol25 entry of this formula, charge and spin): 15.6 kJ/mol

=====

5.
The following is a DFT calculation (ωB97M-V with the def2-TZVPD basis set) of a cluster of 9 separate species, C12H42O9 in total.

Element x y z (Å)
1 C -2.544 3.718 0.403
2 C -1.656 2.539 0.873
3 C -0.288 3.058 1.258
4 O -2.136 1.734 1.934
5 H -3.570 3.532 0.286
6 H -2.096 3.930 -0.570
7 H -2.435 4.580 1.047
8 H -1.511 1.816 0.017
9 H -0.236 3.754 2.081
10 H 0.212 3.578 0.422
11 H 0.406 2.239 1.512
12 H -1.823 2.053 2.785
13 C -1.052 -0.422 6.290
14 C -0.366 -0.242 5.028
15 C 0.066 1.224 4.882
16 O 0.688 -1.247 5.044
17 H -1.975 0.155 6.359
18 H -0.346 -0.058 7.040
19 H -1.294 -1.474 6.404
20 H -0.979 -0.395 4.169
21 H 0.095 1.501 3.806
22 H 1.111 1.329 5.215
23 H -0.525 2.034 5.286
24 H 1.351 -1.079 4.349
25 C -1.460 2.456 -5.065
26 C -0.532 2.159 -3.857
27 C 0.928 2.082 -4.341
28 O -0.711 3.266 -2.952
29 H -1.553 1.530 -5.675
30 H -1.059 3.277 -5.723
31 H -2.447 2.649 -4.710
32 H -0.805 1.236 -3.435
33 H 1.576 1.930 -3.534
34 H 1.127 3.004 -4.827
35 H 0.991 1.227 -4.978
36 H 0.060 3.374 -2.390
37 C -0.435 -4.090 3.141
38 O -1.291 -2.963 2.852
39 H -1.011 -5.008 3.236
40 H 0.366 -4.207 2.309
41 H 0.127 -3.981 4.050
42 H -0.923 -2.209 3.363
43 C 2.981 -4.064 -4.747
44 O 3.549 -5.324 -5.165
45 H 2.853 -3.375 -5.598
46 H 1.990 -4.184 -4.275
47 H 3.718 -3.579 -4.164
48 H 3.653 -5.404 -6.087
49 C 1.544 -0.754 -1.080
50 O 1.193 -0.055 0.052
51 H 1.628 -1.808 -0.936
52 H 0.773 -0.619 -1.808
53 H 2.405 -0.373 -1.640
54 H 0.405 -0.395 0.448
55 O 2.443 -1.266 2.628
56 H 3.121 -0.736 2.202
57 H 1.771 -1.305 1.964
58 O -0.687 -2.653 -5.834
59 H 0.149 -2.184 -5.716
60 H -0.697 -2.996 -6.778
61 O -1.284 -0.800 0.892
62 H -1.827 -0.059 1.221
63 H -1.725 -1.659 1.041

## Properties
Kohn-Sham gap: 10.496 eV
SMILES string: CC(C)O.CC(C)O.CC(C)O.CO.CO.CO.O.O.O
relative energy (zero: lowest compared OMol25 entry of this formula, charge and spin): 290.4 kJ/mol

=====

6.
The following is a DFT calculation (ωB97M-V with the def2-TZVPD basis set) of a cluster of 7 separate species, C18H51NO8 in total.

Element x y z (Å)
1 C 7.275 14.823 22.024
2 O 6.297 14.674 20.978
3 C 5.640 15.867 20.714
4 C 4.452 15.643 19.818
5 N 4.730 15.029 18.483
6 C 5.345 15.929 17.575
7 C 5.650 15.220 16.282
8 O 6.421 14.033 16.378
9 C 6.808 13.549 15.081
10 H 7.988 15.633 21.874
11 H 7.845 13.900 22.131
12 H 6.844 14.981 23.013
13 H 6.342 16.503 20.176
14 H 5.328 16.399 21.612
15 H 3.892 16.552 19.597
16 H 3.718 15.018 20.328
17 H 5.454 14.379 18.753
18 H 6.304 16.235 17.993
19 H 4.806 16.877 17.557
20 H 6.041 15.929 15.552
21 H 4.664 14.996 15.876
22 H 7.376 12.621 15.019
23 H 7.387 14.295 14.537
24 H 5.906 13.401 14.486
25 C -0.202 16.411 17.752
26 C 1.128 16.219 18.385
27 O 1.807 15.185 17.653
28 H -0.612 15.410 17.617
29 H -0.041 16.786 16.741
30 H -0.808 17.112 18.326
31 H 0.973 15.964 19.433
32 H 1.731 17.125 18.327
33 H 2.699 15.124 18.003
34 C 2.821 21.305 19.454
35 C 2.982 19.916 18.888
36 O 3.689 19.104 19.803
37 H 2.574 21.299 20.516
38 H 2.029 21.878 18.971
39 H 3.765 21.848 19.501
40 H 3.474 20.025 17.921
41 H 2.012 19.457 18.697
42 H 4.598 19.412 19.781
43 C 4.401 11.205 16.864
44 C 3.595 11.865 18.022
45 O 2.603 10.955 18.472
46 H 5.189 11.793 16.393
47 H 3.705 10.883 16.090
48 H 4.725 10.206 17.157
49 H 3.159 12.811 17.702
50 H 4.220 12.073 18.890
51 H 2.269 11.226 19.330
52 C 0.222 20.250 16.623
53 C -0.714 21.149 17.502
54 O -0.591 22.457 17.068
55 H -0.085 20.216 15.578
56 H 0.116 19.254 17.052
57 H 1.295 20.423 16.701
58 H -0.541 21.124 18.578
59 H -1.764 20.869 17.415
60 H -1.006 22.523 16.205
61 C -3.627 17.281 18.813
62 C -3.332 16.788 20.262
63 O -3.666 17.685 21.270
64 H -4.695 17.461 18.686
65 H -3.302 16.628 18.004
66 H -3.096 18.218 18.642
67 H -2.268 16.591 20.390
68 H -4.078 16.013 20.437
69 H -4.613 17.752 21.412
70 C 2.696 13.572 14.456
71 C 1.437 14.448 14.426
72 O 1.631 15.721 14.894
73 H 3.093 13.386 15.454
74 H 3.429 13.992 13.767
75 H 2.532 12.534 14.166
76 H 0.631 13.979 14.990
77 H 1.123 14.505 13.384
78 H 1.583 15.687 15.852

## Properties
Kohn-Sham gap: 9.796 eV
SMILES string: COCCNCCOC.CCO.CCO.CCO.CCO.CCO.CCO
relative energy (zero: lowest compared OMol25 entry of this formula, charge and spin): 67.9 kJ/mol

=====

Copy entry 1 word for word.
The following is a DFT calculation (ωB97M-V with the def2-TZVPD basis set) of a structure of composition C19H33BBr12F3IO3PS.

Element x y z (Å)
1 C 3.054 0.350 1.461
2 C 4.136 0.585 0.424
3 C 5.467 1.188 0.953
4 C 4.048 0.339 -0.930
5 C 3.234 1.106 -1.950
6 C 1.707 1.164 -1.733
7 C 0.958 -0.012 -2.388
8 C 1.337 -1.310 -1.649
9 C -0.567 0.245 -2.566
10 C -1.549 -0.660 -1.792
11 B -1.939 -0.174 -0.255
12 C -3.530 0.242 -0.153
13 C -3.867 1.418 -1.053
14 C -5.346 1.934 -1.015
15 I -6.735 0.821 0.186
16 C -0.968 0.990 0.344
17 O -1.488 1.455 1.661
18 C -1.036 2.636 2.012
19 F 0.298 2.805 1.801
20 F -1.637 3.668 1.358
21 F -1.245 2.856 3.324
22 P -1.785 -1.733 0.938
23 O -0.239 -2.072 1.292
24 O -2.438 -1.379 2.412
25 S -2.781 -3.310 0.292
26 H 2.051 0.362 1.042
27 H 3.208 -0.635 1.900
28 H 3.095 1.102 2.253
29 H 5.558 0.968 2.020
30 H 5.448 2.262 0.776
31 H 6.321 0.703 0.477
32 H 4.657 -0.480 -1.326
33 H 3.622 2.130 -1.940
34 H 3.482 0.704 -2.937
35 H 1.316 2.094 -2.163
36 H 1.531 1.235 -0.661
37 H 1.398 -0.092 -3.391
38 H 2.375 -1.549 -1.919
39 H 1.348 -1.133 -0.574
40 H 0.746 -2.178 -1.933
41 H -0.778 0.109 -3.634
42 H -0.752 1.310 -2.386
43 H -2.495 -0.626 -2.343
44 H -1.267 -1.714 -1.773
45 H -3.767 0.425 0.898
46 H -4.079 -0.635 -0.515
47 H -3.682 1.171 -2.100
48 H -3.262 2.290 -0.783
49 H -5.383 2.970 -0.689
50 H -5.765 1.901 -2.018
51 H -0.890 1.882 -0.278
52 H 0.003 0.550 0.572
53 H -0.166 -2.941 1.709
54 H -3.393 -1.466 2.280
55 C 0.554 6.274 3.247
56 Br -0.406 7.673 4.159
57 Br 0.256 6.324 1.352
58 Br 2.432 6.307 3.675
59 H 0.162 5.331 3.605
60 C -2.062 -2.865 -5.583
61 Br -2.553 -4.640 -5.024
62 Br -3.286 -1.540 -4.909
63 Br -0.240 -2.458 -5.122
64 H -2.133 -2.840 -6.660
65 C -3.895 -4.969 4.264
66 Br -4.746 -3.284 4.648
67 Br -4.773 -5.896 2.824
68 Br -2.015 -4.757 3.934
69 H -3.997 -5.584 5.146
70 C 5.956 -3.404 1.374
71 Br 5.168 -4.498 -0.003
72 Br 5.558 -1.518 1.092
73 Br 5.426 -3.986 3.135
74 H 7.026 -3.536 1.308

## Properties
charge: -1
Kohn-Sham gap: 6.739 eV